(1)
Molecular formula: C2H9N3S
Method: DFT, ωB97M-V/def2-TZVPD

Geometry (Å):
H: 2.55976 -1.72605 -1.58462
N: 3.07489 -2.33557 -0.84219
N: 2.88974 -1.81222 0.29901
H: 3.37124 -2.50757 1.08197
C: -1.64975 0.69765 0.63459
C: -0.55861 1.49564 -0.02787
N: 0.48762 0.63730 -0.62569
S: 0.16775 -0.02567 -2.16830
H: -2.19360 -0.10736 -0.10150
H: -1.18508 0.07094 1.53736
H: -2.53646 1.33559 0.88216
H: -1.00875 1.95550 -0.84370
H: -0.19742 2.22454 0.53980
H: 0.63300 -0.13279 -0.07481
H: -1.19887 -0.40469 -2.07235

Summary:
Frontier orbital gap (eV): 9.7730
SMILES: [H]/N=N/[H].CCNS
Charge: 0
ΔE to the lowest compared entry with this formula, charge and spin (kJ/mol): 19.9
Molecular weight (g/mol): 107.2

Results of the Löwdin charge analysis, in e, for atoms 1 through 5: atom 1 (H): 0.03, atom 2 (N): -0.06, atom 3 (N): -0.07, atom 4 (H): 0.10, atom 5 (C): -0.13

(2)
Molecular formula: C10H22BNO
Method: DFT, ωB97M-V/def2-TZVPD

Geometry (Å):
C: -1.93578 -2.24433 1.34651
C: -2.31484 -1.35512 0.68843
C: -2.77762 -0.17410 -0.05175
C: -2.93076 -0.53672 -1.48984
C: -1.69411 0.92208 0.14102
C: -4.12675 0.16911 0.52897
H: -1.92384 -3.04226 2.05376
H: -3.29781 0.39432 -2.15057
H: -3.54774 -1.38149 -1.74222
H: -1.99934 -0.82182 -1.94924
H: -2.16582 2.02327 0.01080
H: -1.38417 0.66386 1.18334
H: -0.75248 0.64295 -0.42792
H: -4.68166 1.16336 0.07024
H: -4.23745 0.25803 1.63078
H: -4.86284 -0.61041 0.19153
C: 2.80873 -1.91710 0.98691
C: 1.63956 -0.95953 0.63468
N: 1.36955 -1.05016 -0.75733
B: 0.44402 -2.14312 -1.02417
O: -0.40952 -3.02309 -1.00527
C: 2.26993 -0.56497 -1.80102
C: 2.66050 0.86567 -1.62274
H: 2.54929 -2.94619 0.72261
H: 3.89789 -1.53382 0.60752
H: 3.02278 -1.89637 2.10532
H: 0.76402 -1.20164 1.15108
H: 1.84023 0.05583 0.68500
H: 1.65004 -0.73253 -2.74663
H: 3.17012 -1.19616 -1.74646
H: 3.64329 1.05875 -2.15111
H: 2.08854 1.57551 -2.22386
H: 2.72589 1.21863 -0.55997
H: 2.00761 4.70037 4.15931
H: 2.74875 4.86464 4.11397

Summary:
Frontier orbital gap (eV): 9.8437
SMILES: C#CC(C)(C)C.CCN(B=O)CC.[H][H]
Charge: 0
ΔE to the lowest compared entry with this formula, charge and spin (kJ/mol): 428.3
Molecular weight (g/mol): 183.1

Results of the Löwdin charge analysis, in e, for atoms 1 through 5: atom 1 (C): 0.13, atom 2 (C): -0.13, atom 3 (C): -0.67, atom 4 (C): -0.08, atom 5 (C): -0.04

(3)
Molecular formula: C28H44BClN4O2Re
Method: DFT, ωB97M-V/def2-TZVPD

Geometry (Å):
Re: 0.56932 -1.22488 -0.38741
Cl: -0.40138 0.49652 -1.70232
C: 2.45691 -4.12261 0.82892
C: 2.03920 -2.48405 -0.66000
N: 1.56554 -3.66812 -0.14082
H: 4.28129 -3.18220 1.61504
N: 3.18946 -2.19280 0.03766
H: 2.30276 -4.99995 1.41891
C: 0.09854 -4.09257 -0.34900
C: 0.22853 -5.54222 -0.76788
C: -0.76199 -3.92445 0.89791
H: 0.67853 -6.13370 0.04262
H: -0.75695 -5.95249 -1.01177
H: 0.84627 -5.56870 -1.67337
H: -1.55425 -3.69832 -1.60268
H: -0.04428 -3.24221 -2.38609
H: -0.87060 -2.87507 1.22908
C: -0.56806 -3.23799 -1.43660
H: -0.40182 -4.51168 1.75656
H: -1.77547 -4.26191 0.61979
H: -0.81465 -2.17041 -1.10051
C: 3.45580 -3.20755 0.91650
C: 3.78944 -0.15039 1.43596
H: 4.52074 -0.65094 2.08850
H: 4.09791 0.90980 1.32272
C: 3.76340 -0.75240 0.04281
H: 3.35039 1.14983 -0.81758
C: 5.15413 -0.93323 -0.54858
H: 5.05189 -1.32061 -1.57219
H: 2.80006 -0.19398 1.92489
H: 1.84384 0.33885 -0.35533
H: 5.70610 -1.65070 0.07144
H: 5.68534 0.02440 -0.56803
C: 2.87969 0.16068 -0.80959
H: 2.76401 -0.12525 -1.84888
C: -3.75493 3.49608 -0.52921
N: -3.21130 2.32820 -0.01318
H: -2.84886 5.43817 -0.85530
N: -1.67137 3.86641 0.13250
H: -4.72112 3.55879 -0.98242
C: -3.65468 0.88628 -0.10792
C: -5.00276 0.80285 0.56343
C: -3.77372 0.39788 -1.53356
H: -5.69714 1.45263 0.01564
H: -5.37024 -0.22291 0.52550
H: -4.92798 1.10463 1.61086
H: -2.99209 -1.05738 0.50077
H: -2.27762 0.20046 1.51598
H: -2.79179 0.32531 -1.99883
C: -2.63454 -0.02396 0.52264
H: -4.42596 1.01614 -2.15111
H: -4.20375 -0.60935 -1.48909
H: -1.70509 0.00515 -0.12307
C: -2.79413 4.45741 -0.46223
C: 0.50805 3.85114 -1.15547
H: 0.11342 4.38028 -2.02124
H: 1.55873 4.14207 -1.04351
C: -0.19327 4.19248 0.14283
H: 1.53157 3.73162 1.31189
C: -0.10982 5.64673 0.47868
H: -0.64935 5.81409 1.40787
H: 0.45581 2.77328 -1.35714
H: 0.67159 2.26910 0.71297
H: -0.53671 6.20939 -0.34474
H: 0.92640 5.92391 0.61927
C: 0.52998 3.28710 1.13176
H: 0.07230 3.17690 2.12460
C: -2.18015 2.77606 0.70672
O: 0.81503 -1.44977 2.76459
B: 0.30032 -0.59379 1.67175
O: -0.35404 0.51419 2.42162
C: -0.29360 0.26210 3.77814
C: -0.69553 0.98146 4.92068
C: -0.37804 0.45277 6.18655
C: 0.30585 -0.76441 6.32002
C: 0.70603 -1.47521 5.19110
C: 0.39822 -0.94434 3.94906
H: -1.22731 1.93045 4.84782
H: -0.65747 0.98975 7.10090
H: 0.53499 -1.17400 7.30438
H: 1.25944 -2.41589 5.23462

Summary:
Frontier orbital gap (alpha / beta) (eV): 2.5642 / 3.2384
Charge: -2
2S+1: 4
Molecular weight (g/mol): 701.2

Results of the Löwdin charge analysis, in e, for atoms 1 through 5: atom 1 (Re): 0.60, atom 2 (Cl): 0.06, atom 3 (C): -0.10, atom 4 (C): -0.35, atom 5 (N): -0.07

(4)
Molecular formula: C5H7NO3
Method: DFT, ωB97M-V/def2-TZVPD

Geometry (Å):
O: -0.96666 2.39719 -1.70538
C: -1.77826 1.51742 -1.34212
N: -1.52741 0.39985 -0.49302
O: -2.49672 -0.64008 -0.44736
C: -0.26790 0.14811 -0.08600
C: 0.23661 -1.04298 0.42958
C: 1.71653 -1.29239 0.78304
C: 2.61571 -1.04991 2.06732
O: 2.62799 -0.28509 0.65333
H: -2.68667 1.62199 -1.92037
H: -2.76498 -0.89625 0.40187
H: 0.36367 0.89643 -0.47589
H: -0.54715 -1.70159 0.79994
H: 1.88759 -2.23700 0.20142
H: 3.45779 -1.71023 2.29591
H: 2.52864 -0.22991 3.03268

Summary:
Frontier orbital gap (eV): 9.2006
SMILES: O=CN(O)/C=C/[C@@H]1CO1
Charge: 0
ΔE to the lowest compared entry with this formula, charge and spin (kJ/mol): 675.5
Molecular weight (g/mol): 129.1

Results of the Löwdin charge analysis, in e, for atoms 1 through 5: atom 1 (O): 0.01, atom 2 (C): -0.20, atom 3 (N): -0.11, atom 4 (O): 0.04, atom 5 (C): -0.08

(5)
Molecular formula: C4H9N2O
Method: DFT, ωB97M-V/def2-TZVPD

Geometry (Å):
C: -0.81443 1.17867 1.46211
C: 0.48341 -0.34768 -0.38299
C: -0.61091 -1.32508 -0.50337
C: 1.37170 -0.01855 -1.48614
N: -1.00456 1.31908 0.24372
N: 0.05469 0.19504 1.83458
O: 1.10176 -0.15967 0.78455
H: -1.56735 1.44325 2.23597
H: -0.71072 -1.73870 0.51344
H: -0.29522 -1.97490 -1.25894
H: -1.58661 -0.89268 -0.84265
H: 0.92251 0.77116 -2.17730
H: 1.53286 -0.99053 -1.99078
H: 2.27066 0.39989 -0.92208
H: -1.75464 1.78544 -0.23068
H: 0.60684 0.35526 2.72057

Summary:
Frontier orbital gap (eV): 10.1004
Charge: +1
ΔE to the lowest compared entry with this formula, charge and spin (kJ/mol): 447.3
Molecular weight (g/mol): 101.1

Results of the Löwdin charge analysis, in e, for atoms 1 through 5: atom 1 (C): -0.23, atom 2 (C): -0.34, atom 3 (C): 0.02, atom 4 (C): 0.03, atom 5 (N): 0.16

(6)
Molecular formula: C6H15N2O
Method: DFT, ωB97M-V/def2-TZVPD

Geometry (Å):
C: -1.18947 2.27047 0.33755
C: 1.83079 0.44951 -1.13859
C: 0.14544 -2.49374 0.29484
C: -0.47555 1.11938 1.03243
C: 0.32378 0.18284 -1.13135
C: 0.40427 -1.14978 0.95860
N: -1.94631 -0.83423 -0.00515
N: -0.20622 -0.05745 0.19942
O: -2.31150 -0.73528 -1.07175
H: -2.11890 1.95111 -0.12934
H: -1.43905 3.01411 1.08890
H: -0.56745 2.76269 -0.40306
H: 2.09298 1.25849 -0.46238
H: 2.39365 -0.44129 -0.86946
H: 2.12690 0.73761 -2.14250
H: 0.64882 -2.59276 -0.66357
H: 0.48329 -3.29793 0.94321
H: -0.93253 -2.62669 0.14995
H: -1.08706 0.77805 1.87322
H: 0.47745 1.47778 1.43850
H: 0.11211 -0.68466 -1.76452
H: -0.19797 1.03863 -1.56192
H: 1.47718 -0.97302 1.07371
H: -0.04467 -1.15386 1.95326

Summary:
Frontier orbital gap (eV): 8.8094
Charge: +1
ΔE to the lowest compared entry with this formula, charge and spin (kJ/mol): 265.5
Molecular weight (g/mol): 131.2

Results of the Löwdin charge analysis, in e, for atoms 1 through 5: atom 1 (C): -0.06, atom 2 (C): -0.03, atom 3 (C): -0.05, atom 4 (C): -0.20, atom 5 (C): -0.21

(7)
Molecular formula: C6H12NO9PS
Method: DFT, ωB97M-V/def2-TZVPD

Geometry (Å):
O: 2.09347 -1.70335 -0.81558
P: 2.30236 -0.14215 -0.00634
O: 2.49790 0.99127 -1.18543
O: 3.67382 -0.30713 0.92817
C: 0.79455 0.15091 1.07138
C: 0.25866 1.61196 1.12963
O: 1.11905 2.68514 0.73829
S: 0.31632 3.64479 -0.33469
O: -0.37759 4.75949 0.19724
O: 1.30254 3.97348 -1.28885
O: -0.74663 2.48456 -0.78801
C: -1.11681 1.95738 0.51779
C: -2.23470 0.90722 0.50978
O: -3.28541 1.40925 -0.32766
O: -4.05161 0.29344 -0.69995
H: 2.44346 0.51340 -2.02512
H: 3.77226 0.48829 1.48267
H: 1.04657 -0.18379 2.09341
H: 0.01883 -0.52858 0.68230
H: 0.08089 1.78278 2.21420
H: -1.57823 2.79687 1.08093
H: -2.60338 0.68008 1.53146
H: -1.91952 -0.05906 0.06854
H: -3.57128 -0.17897 -1.40133
C: -0.38770 -5.02335 -0.84334
C: 0.64555 -3.98426 -1.00620
N: 1.45351 -3.16163 -1.11084
H: -0.77696 -5.01680 0.17611
H: -1.20782 -4.83761 -1.53555
H: 0.03791 -6.00363 -1.05303

Summary:
Frontier orbital gap (eV): 6.9795
Charge: 0
Molecular weight (g/mol): 305.2

Results of the Löwdin charge analysis, in e, for atoms 1 through 5: atom 1 (O): -0.42, atom 2 (P): 0.80, atom 3 (O): -0.18, atom 4 (O): -0.17, atom 5 (C): -0.13